Formula: C2H6S2
Source: the OMol25 dataset
Level of theory: the ωB97M-V functional and the def2-TZVPD basis

Calculated values
energy relative to the best compared isomer or geometry (same formula, charge and spin): 17.5 kcal/mol
SMILES: CCSS
LUMO energy: 0.52 eV
HOMO level: -8.367 eV
Kohn-Sham gap: 8.89 eV
energy: -23841.055 eV

Geometry as ORCA input:
```
! RIJCOSX wB97M-V def2-TZVPD def2/J DEFGRID3
* xyz 0 1
C 1.371 -1.689 1.005
C 0.580 -1.050 -0.146
S -0.741 -0.044 0.480
S -0.377 1.513 -0.835
H 2.191 -2.218 0.605
H 0.637 -2.296 1.649
H 1.825 -0.810 1.612
H 0.227 -1.894 -0.873
H 1.355 -0.517 -0.650
H -0.052 0.664 -1.806
*
```

Formula: C2H6S2
Source: the OMol25 dataset
Level of theory: the ωB97M-V functional and the def2-TZVPD basis

Calculated values
energy relative to the best compared isomer or geometry (same formula, charge and spin): 72.1 kcal/mol
LUMO energy (spin up / spin down): -5.84 / -9.54 eV
HOMO level (spin up / spin down): -13.750 / -13.345 eV
Kohn-Sham gap (spin up / spin down): 7.91 / 3.80 eV
energy: -23830.534 eV

Geometry as ORCA input:
```
! RIJCOSX wB97M-V def2-TZVPD def2/J DEFGRID3
* xyz 1 2
S 2.447 -0.261 0.378
S 2.019 1.486 -0.741
H 3.040 -0.923 -0.600
H 0.700 1.492 -0.672
C -1.334 -0.412 -0.427
C -1.357 -0.177 1.023
H -0.703 -1.097 -0.922
H -2.138 -0.043 -1.015
H -0.425 -0.369 1.516
H -2.250 0.305 1.459
*
```

Formula: C2H7B
Source: the OMol25 dataset
Level of theory: the ωB97M-V functional and the def2-TZVPD basis

Calculated values
energy relative to the best compared isomer or geometry (same formula, charge and spin): 38.6 kcal/mol
LUMO energy: 0.94 eV
HOMO level: -10.590 eV
Kohn-Sham gap: 11.53 eV
energy: -2861.257 eV

Geometry as ORCA input:
```
! RIJCOSX wB97M-V def2-TZVPD def2/J DEFGRID3
* xyz 0 1
B -0.266 -1.153 0.287
C 0.805 0.714 -0.252
C -1.031 0.049 -0.047
H 0.334 -1.107 1.324
H 0.035 -1.930 -0.460
H 1.525 0.037 -0.363
H 0.625 1.391 -1.090
H 0.874 1.115 0.723
H -1.311 0.673 0.739
H -1.590 0.212 -0.862
*
```

Formula: C2H7BO3
Source: the OMol25 dataset
Level of theory: the ωB97M-V functional and the def2-TZVPD basis

Calculated values
energy relative to the best compared isomer or geometry (same formula, charge and spin): 119.3 kcal/mol
LUMO energy (spin up / spin down): 0.09 / 0.09 eV
HOMO level (spin up / spin down): -7.250 / -7.249 eV
Kohn-Sham gap (spin up / spin down): 7.34 / 7.34 eV
energy: -9005.010 eV

Geometry as ORCA input:
```
! RIJCOSX wB97M-V def2-TZVPD def2/J DEFGRID3
* xyz 0 1
B -0.942 -1.060 0.807
C 1.615 1.035 -0.733
C -0.687 0.992 -0.973
O -0.260 -0.952 1.967
O -1.659 -2.119 0.400
O 0.521 0.859 -1.589
H 1.599 0.263 0.048
H 1.587 2.019 -0.248
H 2.515 0.952 -1.338
H -1.509 0.806 -1.640
H -0.789 1.795 -0.257
H -0.283 -1.703 2.572
H -1.708 -2.887 0.984
*
```

Formula: C2H7Br2N2
Source: the OMol25 dataset
Level of theory: the ωB97M-V functional and the def2-TZVPD basis

Calculated values
energy relative to the best compared isomer or geometry (same formula, charge and spin): 20.6 kcal/mol
LUMO energy (spin up / spin down): -3.10 / -8.53 eV
HOMO level (spin up / spin down): -10.562 / -14.578 eV
Kohn-Sham gap (spin up / spin down): 7.46 / 6.05 eV
energy: -145239.923 eV

Geometry as ORCA input:
```
! RIJCOSX wB97M-V def2-TZVPD def2/J DEFGRID3
* xyz 1 3
C 0.954 0.296 -0.800
C 1.776 -0.250 0.400
N -0.196 0.833 -0.115
N 1.292 0.113 1.507
Br 3.294 -1.151 -0.101
Br -1.755 -2.220 0.003
H 0.642 -0.496 -1.638
H 1.529 1.011 -1.173
H -2.413 -3.490 -0.155
H -1.040 0.441 -0.527
H 0.050 0.655 0.876
H -0.365 1.844 -0.215
H 1.705 -0.071 2.426
*
```

Formula: C2H7BrN4
Source: the OMol25 dataset
Level of theory: the ωB97M-V functional and the def2-TZVPD basis

Calculated values
energy relative to the best compared isomer or geometry (same formula, charge and spin): 164.9 kcal/mol
LUMO energy (spin up / spin down): -12.22 / -12.20 eV
HOMO level (spin up / spin down): -19.682 / -19.568 eV
Kohn-Sham gap (spin up / spin down): 7.46 / 7.37 eV
energy: -78166.376 eV

Geometry as ORCA input:
```
! RIJCOSX wB97M-V def2-TZVPD def2/J DEFGRID3
* xyz 2 1
C -0.078 -1.007 0.065
C -1.997 0.394 0.129
N 1.159 -1.382 0.036
N -0.615 0.207 0.033
N 0.115 1.303 -0.231
N 2.343 -1.137 -0.148
Br 3.492 0.545 0.117
H -0.800 -1.721 0.358
H -2.275 1.188 0.785
H -2.485 0.653 -0.837
H -2.640 -0.518 0.434
H -0.346 2.234 -0.235
H 1.153 1.135 -0.085
H 2.977 -1.893 -0.421
*
```

Formula: C2H7Cl3NSi
Source: the OMol25 dataset
Level of theory: the ωB97M-V functional and the def2-TZVPD basis

Calculated values
energy relative to the best compared isomer or geometry (same formula, charge and spin): 18.9 kcal/mol
LUMO energy: -3.49 eV
HOMO level: -14.748 eV
Kohn-Sham gap: 11.25 eV
energy: -49118.333 eV

Geometry as ORCA input:
```
! RIJCOSX wB97M-V def2-TZVPD def2/J DEFGRID3
* xyz 1 1
C -1.919 1.047 0.451
C -2.228 -0.086 -0.156
N -1.373 -0.985 -1.019
Si 3.264 0.272 0.589
Cl 3.238 2.159 -0.099
Cl 4.783 -0.877 -0.003
Cl 1.465 -0.402 -0.150
H -2.569 1.407 1.285
H 3.165 -0.051 2.085
H -1.051 1.722 0.330
H -3.202 -0.576 0.126
H -1.298 -1.891 -0.635
H -1.884 -0.998 -1.886
H -0.392 -0.741 -0.916
*
```

Formula: C2H7ClN5
Source: the OMol25 dataset
Level of theory: the ωB97M-V functional and the def2-TZVPD basis

Calculated values
energy relative to the best compared isomer or geometry (same formula, charge and spin): 0.0 kcal/mol
SMILES: [H]/N=C(/NCl)[NH+]=C(N)N
LUMO energy: -3.44 eV
HOMO level: -13.752 eV
Kohn-Sham gap: 10.32 eV
energy: -22152.976 eV

Geometry as ORCA input:
```
! RIJCOSX wB97M-V def2-TZVPD def2/J DEFGRID3
* xyz 1 1
C -0.537 0.204 -1.812
C 0.090 -0.110 0.500
N -1.445 -0.224 -2.529
N 0.133 0.363 1.777
N 0.772 -1.169 0.124
N 0.724 0.338 -2.277
N -0.619 0.513 -0.409
Cl 1.043 -0.139 -3.949
H -2.225 -0.374 -1.969
H 0.693 0.140 2.509
H -0.414 1.166 2.042
H 1.190 -1.832 0.762
H 0.958 -1.474 -0.854
H 1.126 1.296 -2.113
H -1.013 1.352 -0.232
*
```